# 1
DFT (ωB97M-V with the def2-TZVPD basis set) results for a molecular structure, C22H22AuN5SSb at a distorted geometry.

Calculated values
**Relative energy (zero: lowest compared OMol25 entry of this formula, charge and spin)**: 0.0 kJ/mol
**Spin multiplicity**: 1
**Total charge**: +1
**HOMO-LUMO gap**: 0.22688 Ha

The geometry in XYZ format:
```
52
Properties=species:S:1:pos:R:3:forces:R:3
Au 6.43194 9.00079 11.38719 0.04 0.51 0.83
C 7.01313 14.56348 7.70414 -1.11 -0.64 -0.01
C 6.59559 13.18946 7.24472 0.54 -0.23 0.87
C 5.70508 13.13604 6.20421 -1.15 -0.64 -0.72
C 5.19904 11.91886 5.74459 0.17 0.38 0.57
C 5.78537 10.81293 6.38467 -1.49 -2.56 -2.15
C 6.76892 10.91932 7.32413 0.00 -0.16 0.61
N 7.07865 12.09716 7.85660 0.96 0.06 -0.40
Sb 7.64804 9.13585 8.42447 -0.52 0.74 2.08
C 9.34614 7.91927 7.76832 0.16 -0.20 -2.49
C 10.10569 8.33879 6.66602 0.75 -0.55 -0.18
C 11.29459 7.58167 6.35588 -2.35 1.61 1.82
C 11.54070 6.48371 7.14642 1.36 -1.61 -1.20
C 10.65559 6.01243 8.12203 0.57 2.08 -0.86
C 11.00111 4.84617 8.96340 0.99 0.18 1.97
N 9.60356 6.79011 8.41044 -0.64 -0.52 1.17
C 6.10248 7.54481 8.79124 1.03 1.80 0.57
C 5.64940 6.65099 7.89212 -1.77 -2.29 0.60
C 5.06622 5.41161 8.41550 1.30 2.56 0.06
C 4.91549 5.25572 9.77341 1.06 2.47 0.04
C 5.33303 6.30155 10.64212 -0.18 0.77 -1.88
C 4.99816 6.19590 12.07680 0.12 2.65 0.60
N 5.90587 7.44680 10.14597 -0.10 -2.78 -0.53
H 6.09064 15.18919 7.78616 0.86 -0.38 0.58
H 7.61696 14.42482 8.59132 -0.07 0.59 0.26
H 7.56423 15.01179 6.90153 0.67 0.31 -0.30
H 5.36048 14.10204 5.89922 -0.37 0.19 -0.71
H 4.37784 11.85314 4.97943 1.10 -0.07 0.93
H 5.46621 9.75822 6.10517 0.35 1.50 0.13
H 9.77921 9.19935 6.04805 0.47 -0.53 0.56
H 11.99589 8.03557 5.69884 0.47 -0.30 -0.80
H 12.42278 5.84569 6.89567 -0.63 0.69 0.43
H 11.77166 5.09810 9.77471 -1.08 0.14 -1.06
H 10.12038 4.56061 9.47753 -0.90 -0.36 0.71
H 11.41906 3.94338 8.55719 0.08 -0.08 -1.08
H 5.56377 6.93465 6.84346 0.57 -0.59 0.15
H 4.88561 4.65731 7.71949 -0.82 -1.19 -0.90
H 4.40640 4.52059 10.31616 -0.48 -1.69 -0.06
H 3.92213 6.39108 12.19875 0.19 0.44 -0.07
H 5.06937 5.21790 12.47734 0.84 -0.92 0.42
H 5.59061 7.03825 12.60583 -1.04 -1.76 -0.28
S 6.00487 10.59212 13.00162 -0.26 0.46 0.97
C 6.31036 10.14538 14.67882 -1.03 0.39 -2.68
N 7.50996 9.61864 14.92815 0.47 -0.72 3.12
C 7.86452 9.41483 16.25755 0.94 -0.08 -0.77
C 6.95736 9.62020 17.27528 1.56 -0.04 -1.72
C 5.74188 10.09503 16.89196 -1.81 0.84 -1.91
N 5.41300 10.39323 15.62311 0.31 -0.24 1.13
H 8.05861 9.35145 14.11651 0.36 0.20 0.29
H 8.92350 9.17196 16.45059 -0.77 -0.16 -0.25
H 7.19711 9.55345 18.29083 0.56 -0.39 1.19
H 4.96114 10.27976 17.60236 -0.28 0.09 0.36
```
Forces are in eV/Å.

# 2
DFT (ωB97M-V with the def2-TZVPD basis set) results for a molecular structure, C22H22BrCaCl2IN2OS5.

Calculated values
**Spin multiplicity**: 1
**Total charge**: -2
**HOMO-LUMO gap**: 0.17869 Ha

The geometry in XYZ format:
```
57
Properties=species:S:1:pos:R:3:forces:R:3
Ca 0.56024 1.59078 -0.77752 0.02 0.36 0.27
S 2.36656 -2.17038 5.49042 -0.03 -0.08 -0.16
C 1.97794 -1.15714 4.20631 0.05 0.19 0.33
S 0.39013 -0.66216 3.82242 -0.08 -0.09 0.01
C 0.73944 0.46225 2.52827 -0.04 0.07 -0.12
C 2.05982 0.60191 2.22669 -0.06 0.04 -0.13
S 2.81211 1.61548 1.02865 -0.07 0.01 0.04
S 3.12664 -0.38592 3.20622 0.09 -0.07 -0.04
S -0.64424 1.25717 1.80238 0.02 -0.15 -0.12
Cl 1.51817 3.38697 -2.46645 -0.01 -0.02 -0.03
Cl -0.63619 -1.00315 -4.38386 -0.11 -0.01 0.02
C -1.73354 -1.27617 -3.02795 0.03 -0.02 -0.04
C -2.25713 -2.54897 -2.89848 0.02 0.00 0.02
C -3.14357 -2.85080 -1.87418 0.00 0.00 0.01
C -3.47359 -1.81880 -0.98502 0.01 0.00 0.00
C -2.95399 -0.55587 -1.12697 -0.02 0.01 0.00
C -2.06063 -0.18052 -2.18273 0.07 0.02 0.05
C -1.55462 1.12611 -2.30731 -0.12 -0.05 -0.03
H -1.96652 -3.30389 -3.62083 0.00 0.00 0.00
H -3.55091 -3.84782 -1.76704 0.00 0.00 0.00
H -4.14172 -2.01663 -0.15333 0.00 -0.01 0.00
H -3.20756 0.20966 -0.40223 0.00 0.00 0.00
H -2.14386 1.91080 -1.83405 0.02 -0.01 0.04
H -1.07256 1.41245 -3.23547 0.01 0.02 0.01
C 2.64989 -0.52519 -3.42059 0.03 0.02 -0.04
N 2.25614 -1.72032 -2.69764 0.02 0.00 0.05
C 2.38354 -2.96610 -3.42424 -0.02 0.01 0.00
C 2.29524 -4.14403 -2.47588 0.02 -0.01 0.01
C 1.02964 -4.02286 -1.65235 -0.02 0.00 0.01
N 0.98609 -2.73274 -0.99978 0.06 -0.02 0.02
C 0.07368 -2.59618 0.12830 -0.02 -0.03 -0.01
C 1.43983 -1.60350 -1.60724 -0.23 0.02 0.03
O 1.14273 -0.49909 -1.14521 0.32 -0.25 -0.23
H 3.67896 -0.64753 -3.76574 0.00 -0.02 -0.01
H 2.60977 0.34573 -2.77704 -0.01 0.03 0.05
H 1.99576 -0.34886 -4.27955 0.06 0.00 0.04
H 3.34951 -2.95642 -3.93566 0.01 0.00 0.00
H 1.60301 -3.03285 -4.19482 0.00 -0.01 0.00
H 3.16150 -4.14095 -1.80998 0.00 -0.01 0.00
H 2.29674 -5.08008 -3.03770 -0.01 0.00 0.00
H 0.99764 -4.79108 -0.87674 0.01 0.00 0.01
H 0.14154 -4.15922 -2.28431 0.00 -0.01 0.00
H 0.31454 -3.36617 0.86472 -0.01 0.00 -0.01
H -0.96500 -2.70606 -0.19259 -0.02 0.01 -0.01
H 0.19627 -1.62004 0.58762 0.00 0.00 0.00
Br -3.13452 7.56661 3.17589 -0.02 0.02 -0.01
C -1.99098 6.21338 3.85912 0.01 0.00 0.02
C -1.68452 6.26759 5.21260 -0.01 0.02 -0.01
C -0.85536 5.30801 5.76836 0.02 -0.03 0.01
C -0.33488 4.29740 4.97266 -0.01 0.00 0.00
C -0.63965 4.24583 3.62284 -0.04 0.08 0.01
C -1.47503 5.20620 3.05479 0.12 -0.10 0.11
I -1.85698 5.02901 1.02198 -0.06 0.06 -0.15
H -2.09936 7.06160 5.81843 0.00 0.00 0.00
H -0.62051 5.35066 6.82468 0.00 0.01 0.00
H 0.30694 3.53426 5.39361 0.00 0.01 0.00
H -0.26258 3.43760 3.00350 0.02 0.01 0.01
```
Forces are in eV/Å.

# 3
DFT (ωB97M-V with the def2-TZVPD basis set) results for a molecular structure, C22H22CdIN4O7P2.

Calculated values
**Spin multiplicity**: 1
**Total charge**: -1
**HOMO-LUMO gap**: 0.27713 Ha

The geometry in XYZ format:
```
59
Properties=species:S:1:pos:R:3:forces:R:3
Cd 0.63690 0.17615 -0.76541 -0.59 -0.31 -0.15
C -1.67905 3.61802 -0.31649 0.02 -0.02 0.00
C -1.83198 2.63045 0.79844 0.05 0.00 -0.07
C -2.00676 3.04517 2.11813 0.01 0.00 0.05
C -2.12407 2.09556 3.11419 0.00 0.02 -0.02
C -2.08753 0.75335 2.77484 0.05 -0.01 0.00
C -1.91651 0.42420 1.43691 0.02 -0.15 0.08
N -1.78595 1.33848 0.48165 -0.01 0.05 -0.04
C -1.91979 -0.99557 0.95750 0.00 0.22 0.07
C -2.50907 -2.01856 1.68899 -0.05 -0.03 -0.02
C -2.56379 -3.28146 1.12817 -0.01 -0.02 0.01
C -2.08329 -3.47598 -0.15248 -0.05 0.01 0.00
C -1.50529 -2.40297 -0.82398 0.02 -0.04 -0.11
N -1.39207 -1.20718 -0.24667 0.29 -0.01 -0.04
C -1.04006 -2.52840 -2.24131 -0.04 0.02 0.16
C -0.76017 -3.76516 -2.80021 0.04 -0.03 -0.03
C -0.33238 -3.80326 -4.11714 -0.02 -0.02 0.01
C -0.19801 -2.62054 -4.81293 -0.02 0.02 -0.03
C -0.49038 -1.41538 -4.17315 -0.02 0.00 0.07
C -0.28284 -0.10404 -4.86640 0.05 0.00 0.05
N -0.91929 -1.38545 -2.91348 0.00 0.03 -0.04
H -2.21813 4.54063 -0.09779 0.00 0.00 -0.01
H -2.02749 3.18795 -1.25259 0.01 0.00 0.01
H -0.62495 3.85813 -0.46090 0.03 0.02 0.01
H -2.04167 4.10254 2.34740 0.00 0.00 0.00
H -2.24447 2.39320 4.14860 0.01 0.01 0.00
H -2.16611 -0.00546 3.53997 0.01 -0.04 -0.01
H -2.94338 -1.83126 2.65997 0.00 0.04 0.01
H -3.01349 -4.10144 1.67393 0.00 0.00 -0.01
H -2.17730 -4.43849 -0.63159 0.00 -0.01 -0.01
H -0.81685 -4.67273 -2.21781 -0.01 0.00 0.01
H -0.08693 -4.74859 -4.58472 0.01 0.00 0.00
H 0.14752 -2.61173 -5.83854 0.01 0.00 0.00
H -0.54185 -0.17346 -5.92404 0.00 0.03 0.01
H 0.76920 0.18073 -4.78610 0.01 0.00 0.01
H -0.85464 0.68077 -4.38036 -0.04 0.02 0.02
O 2.97978 2.22068 -2.47234 0.12 0.01 -0.15
P 1.60622 2.91243 -2.06283 -0.17 -0.03 0.13
O 1.38172 4.18353 -2.76243 -0.03 0.00 -0.02
O 0.48183 1.87463 -2.09688 0.26 0.11 0.11
O 1.87044 3.22176 -0.45653 -0.04 0.09 0.06
P 2.36671 2.14823 0.64320 -0.02 0.16 -0.09
O 2.81866 3.10609 1.85197 -0.03 0.04 0.00
O 1.14492 1.35922 1.08492 0.06 0.00 -0.20
O 3.53977 1.40688 0.11976 0.02 -0.03 0.07
H 3.39069 1.74187 -1.72092 -0.01 -0.01 0.06
H 2.07676 3.64373 2.15004 -0.02 -0.05 0.03
C 2.62725 -0.02171 4.21935 0.00 0.00 0.00
C 1.31986 -0.47470 4.31270 -0.01 0.03 -0.02
C 0.81876 -1.24544 3.27657 0.06 0.03 0.03
N 1.51946 -1.58490 2.19839 -0.11 -0.10 0.09
C 2.77611 -1.15384 2.12559 -0.06 0.11 -0.10
C 3.36939 -0.36926 3.10569 0.02 0.01 0.00
H 3.05195 0.60704 4.99239 0.00 0.00 0.00
H 0.69171 -0.21855 5.15672 0.00 0.00 0.00
H -0.20575 -1.60131 3.31114 -0.03 -0.05 0.00
H 3.31122 -1.40266 1.21724 0.02 -0.01 0.01
H 4.37951 -0.01026 2.96517 0.00 0.00 -0.01
I 2.31492 -1.78168 -1.62348 0.18 -0.13 -0.02
```
Forces are in eV/Å.

# 4
DFT (ωB97M-V with the def2-TZVPD basis set) results for 13 unconnected molecules or ions with the total composition C22H22Cl48O3P at a distorted geometry.

Calculated values
**Spin multiplicity**: 1
**Total charge**: -1
**HOMO-LUMO gap**: 0.20712 Ha

The geometry in XYZ format:
```
96
Properties=species:S:1:pos:R:3:forces:R:3
C 5.58264 -4.02189 -1.51462 2.02 1.02 -2.59
C 6.40774 -3.14153 -2.22478 -0.96 -1.44 1.92
P 6.17526 -1.23823 -2.29380 0.83 -0.59 -1.96
O 6.73471 -0.94920 -0.65340 -2.70 -0.12 0.73
C 5.56643 -1.08314 0.19536 -0.75 0.38 0.82
C 4.28463 -0.68817 -0.70987 1.38 -2.36 -0.19
O 3.00439 -1.07211 -0.20836 0.81 1.71 -0.07
C 1.94387 -0.39813 -0.90991 -0.80 -0.25 0.15
C 1.17838 -1.46314 -1.80648 0.17 -0.17 -0.47
C 1.47812 -1.12270 -3.32611 1.10 -0.25 0.32
C -0.35592 -1.64958 -1.45094 -0.83 0.00 -0.11
C -1.36821 -1.22551 -2.59579 -0.51 0.17 0.83
C -0.73509 -3.12106 -0.98172 0.67 0.69 1.09
O 4.48945 -1.50231 -1.89102 0.08 2.21 1.89
H 4.83536 -3.71967 -0.73839 0.48 -0.01 -1.33
H 5.68273 -5.13981 -1.74223 0.00 2.84 -0.58
H 7.26082 -3.60218 -2.80746 -1.12 0.52 0.28
H 7.51587 -0.96217 -2.74597 0.15 -0.26 0.25
H 5.82488 -1.44916 -3.69122 0.38 -0.23 0.66
H 5.77634 0.13299 -2.52400 0.33 0.29 0.27
H 5.53513 -2.11633 0.66894 -0.29 0.91 -0.86
H 5.53942 -0.37551 1.08096 0.58 -0.40 -0.93
H 4.41620 0.43274 -0.85233 -0.68 -1.12 -0.28
H 1.26395 0.06329 -0.11820 0.61 -0.59 -0.90
H 2.31608 0.45210 -1.56250 -0.18 -1.00 0.80
H 1.67990 -2.46160 -1.59699 -0.41 1.31 -0.18
H 1.46337 -2.06869 -3.94678 -0.35 1.21 0.43
H 2.55703 -0.76593 -3.36425 -1.25 -0.56 0.00
H 0.86010 -0.28772 -3.75718 0.32 -0.99 0.41
H -0.58172 -0.97145 -0.56270 0.20 -0.80 -0.97
H -2.39069 -1.62108 -2.28924 1.08 0.52 -0.42
H -1.46130 -0.09335 -2.62180 0.20 -1.33 -0.34
H -1.13535 -1.65196 -3.61094 -0.05 0.52 1.04
H -0.66218 -3.89280 -1.79420 -0.10 0.77 0.70
H -0.01330 -3.37678 -0.14016 -0.74 -0.02 -1.08
H -1.76092 -3.12490 -0.48901 1.06 -0.07 -0.89
C -3.75528 1.26622 -0.00212 -0.01 -0.06 -0.03
Cl -4.22897 1.09677 -1.70276 0.06 0.05 0.24
Cl -4.87383 2.37578 0.81348 0.08 -0.18 -0.05
Cl -3.81059 -0.32063 0.78990 0.05 0.21 -0.12
Cl -2.10776 1.92025 0.09603 -0.35 -0.13 -0.22
C -4.75337 6.74905 0.58198 0.12 -0.02 -0.07
Cl -3.50146 5.56383 0.16064 -0.14 0.18 0.09
Cl -3.98628 8.24061 1.15850 -0.06 -0.21 -0.17
Cl -5.74046 7.10663 -0.84939 -0.02 -0.05 0.32
Cl -5.78874 6.08442 1.86162 0.38 0.04 -0.27
C -3.08933 7.99934 -4.24857 0.08 -0.10 0.03
Cl -3.06129 6.85190 -2.89728 0.12 0.21 -0.32
Cl -4.76513 8.24283 -4.78203 0.17 -0.02 0.07
Cl -2.40538 9.54995 -3.72202 -0.10 -0.18 -0.06
Cl -2.12826 7.35531 -5.59368 -0.14 0.10 0.17
C -4.44439 10.07507 5.19679 -0.01 -0.04 0.00
Cl -5.41386 8.92428 4.25811 0.10 0.16 0.19
Cl -4.74679 11.72159 4.60760 0.04 -0.20 0.07
Cl -4.89262 9.96836 6.91060 0.06 0.02 -0.21
Cl -2.72353 9.68674 5.00987 -0.24 0.05 0.01
C -0.63187 -5.99893 2.60486 0.07 0.02 0.04
Cl -1.20796 -4.32374 2.54399 -0.05 -0.34 0.00
Cl 1.09829 -6.03871 3.02306 -0.53 -0.41 -0.19
Cl -1.55174 -6.89133 3.83366 0.10 0.08 -0.12
Cl -0.87449 -6.76013 1.01926 0.24 0.08 0.37
C 4.99929 -7.63063 0.33525 0.09 0.40 0.48
Cl 5.46538 -8.00994 2.01246 -0.06 -0.15 -0.05
Cl 3.24641 -7.85661 0.14817 0.16 -0.01 0.03
Cl 5.42490 -5.94552 -0.04923 -0.47 -2.85 1.84
Cl 5.85592 -8.72343 -0.77286 -0.10 0.10 0.12
C -3.44633 -6.41973 -2.95851 0.05 0.05 0.00
Cl -3.25131 -4.77686 -3.59759 -0.01 -0.23 0.12
Cl -2.83331 -6.48633 -1.29398 -0.23 0.07 -0.43
Cl -5.16687 -6.85899 -2.97311 0.17 0.04 0.00
Cl -2.53666 -7.55970 -3.96939 -0.12 0.14 0.13
C 2.37825 -1.60088 3.66332 0.13 0.02 -0.32
Cl 1.80505 -3.19970 3.14732 0.42 0.73 0.24
Cl 1.65385 -0.35529 2.63197 0.03 -0.28 0.25
Cl 1.90606 -1.32092 5.35354 -0.01 -0.01 -0.13
Cl 4.14493 -1.52837 3.52217 -0.29 -0.01 0.04
C 0.56274 3.26662 3.82984 0.16 -0.08 0.00
Cl 0.56727 5.03800 3.70893 -0.03 -0.18 0.00
Cl 2.19609 2.69817 4.22165 -0.25 0.17 -0.02
Cl -0.56054 2.76149 5.10695 0.18 0.05 -0.21
Cl 0.04218 2.57063 2.28138 0.14 0.21 0.36
C -1.79908 -0.13276 7.67040 0.06 -0.09 -0.13
Cl -2.31681 1.56412 7.61120 -0.02 -0.20 0.10
Cl -0.08397 -0.20996 8.11747 -0.24 0.04 -0.03
Cl -2.76536 -1.00357 8.87795 0.11 0.12 -0.13
Cl -2.02969 -0.87734 6.07753 0.05 0.13 0.24
C -9.88906 5.72977 2.13829 0.01 -0.03 -0.03
Cl -9.31470 5.24838 0.53036 -0.06 0.07 0.22
Cl -10.15888 4.28221 3.12816 0.04 0.19 -0.13
Cl -8.67109 6.75896 2.91584 -0.46 -0.07 0.04
Cl -11.41010 6.63009 1.97895 0.19 -0.11 0.02
C 4.09252 -1.44542 -6.89453 -0.19 -0.31 0.37
Cl 4.57362 -1.79474 -5.21899 -0.11 0.35 -1.11
Cl 2.33545 -1.66440 -7.07996 0.03 0.05 -0.13
Cl 4.51931 0.23180 -7.29431 -0.06 -0.16 0.00
Cl 4.94150 -2.54787 -8.00163 -0.08 0.10 0.00
```
Forces are in eV/Å.

Going through the records in order, we get energy values of -1899.11963, -7497.19643, -2745.91399, -23507.46554 hartree.
Going through the records in order, we get lowest unoccupied orbital energy values of -3.67, 3.60, 2.14, 0.93 eV.
Going through the records in order, we get HOMO level values of -9.841, -1.259, -5.397, -4.705 eV.